Entry 1:
ORCA calculation (ωB97M-V with the def2-TZVPD basis set) on a cluster of 2 separate species, C4H11N3O2 in total at a distorted geometry.

The total energy comes out at -473.7432 Ha. As for the charge: 0.

Each line ends with the Löwdin charge.
Atoms and positions in Å:
C -0.8773 0.8382 -1.2489  -0.05
N -0.7744 0.3579 0.1249  -0.19
C -1.9760 -0.3139 0.6105  -0.05
C 0.0074 1.1115 1.0215  -0.58
O 0.9184 1.8316 0.6600  0.06
O -0.4449 1.0868 2.3005  0.11
H 0.0162 1.4071 -1.4869  0.08
H -0.9503 -0.0244 -1.9128  0.09
H -1.7711 1.4516 -1.3682  0.09
H -2.8331 0.3557 0.5272  0.09
H -1.8535 -0.5777 1.6554  0.08
H -2.1462 -1.2210 0.0309  0.09
H 0.2286 1.5174 2.8462  0.13
H 1.8594 -2.7970 -1.1792  0.03
N 1.0951 -2.4428 -0.6072  0.05
C 1.2603 -1.2265 -0.2602  -0.42
N 2.1425 -0.3248 -0.8128  0.09
H 0.9635 -0.9557 0.8303  0.14
H 2.1971 0.6010 -0.4114  0.06
H 2.9384 -0.6750 -1.3199  0.09



Entry 2:
ORCA calculation (ωB97M-V with the def2-TZVPD basis set) on the molecule C4H11N3O2 at a distorted geometry.

The total energy comes out at -473.7051 Ha. As for the charge: 0.

Each line ends with the Löwdin charge.
Atoms and positions in Å:
C -1.2635 -2.1536 0.9747  0.08
C -0.3184 -1.2147 0.9692  -0.46
O -0.1229 -0.4073 2.0633  0.03
O 0.4203 -1.0065 -0.1731  0.02
C 0.8420 0.3203 -0.4170  -0.73
N 1.9822 0.6023 0.3673  0.10
N 1.2725 0.3589 -1.7594  0.11
N -0.1794 1.2923 -0.2096  -0.03
C -1.5041 1.1482 -0.8134  -0.09
H -1.9114 -2.3168 1.8311  0.07
H -1.4422 -2.7767 0.1011  0.07
H 0.4059 -0.9258 2.6991  0.13
H 2.5656 1.4103 0.2015  0.09
H 2.3702 -0.1327 0.9422  0.09
H 1.3884 -0.5245 -2.2392  0.09
H 1.1318 1.1744 -2.3384  0.09
H -0.1227 1.7959 0.6658  0.12
H -1.7439 2.0642 -1.3564  0.07
H -2.2357 0.9984 -0.0141  0.08
H -1.5346 0.2935 -1.4946  0.09



> charge of number 2 (C4H11N3O2)?

0



> Look up the charge of the first one.

0